Entry 1:
Molecular formula: C37H64AsCl3NO7P2Pd
Method: DFT, ωB97M-V/def2-TZVPD

```
116
Properties=species:S:1:pos:R:3
Pd -0.768 0.711 0.757
C 3.107 -0.799 3.625
C 3.472 -1.931 2.701
C 4.948 -2.199 2.678
O 3.087 -1.628 1.287
P 1.643 -1.736 0.673
O 0.664 -0.796 1.317
C 1.915 -1.627 -1.127
P 2.224 0.053 -1.798
O 1.901 1.104 -0.825
O 3.732 0.136 -2.294
C 4.909 0.065 -1.401
C 5.239 1.465 -0.856
C 5.976 -0.661 -2.190
O 1.410 -0.010 -3.134
C 1.581 0.132 -4.572
C 2.173 -1.127 -5.149
C 2.372 1.415 -4.849
O 1.237 -3.259 0.876
C 0.421 -3.881 1.937
C 1.231 -4.876 2.758
C -0.708 -4.609 1.235
H 3.402 -1.006 4.659
H 2.036 -0.646 3.563
H 3.603 0.109 3.290
H 2.881 -2.815 2.972
H 5.521 -1.348 2.280
H 5.151 -3.049 1.994
H 5.319 -2.418 3.691
H 1.025 -2.027 -1.676
H 2.688 -2.317 -1.409
H 4.637 -0.536 -0.536
H 5.469 2.155 -1.657
H 6.114 1.403 -0.181
H 4.320 1.824 -0.359
H 6.416 -0.014 -2.973
H 5.471 -1.475 -2.674
H 6.767 -1.028 -1.508
H 0.515 0.225 -4.898
H 3.107 -1.392 -4.641
H 2.428 -1.053 -6.244
H 1.475 -1.960 -5.045
H 3.372 1.311 -4.398
H 1.836 2.277 -4.444
H 2.493 1.536 -5.921
H -0.010 -3.070 2.532
H 1.406 -5.781 2.148
H 0.608 -5.206 3.610
H 2.144 -4.451 3.173
H -0.304 -5.393 0.590
H -1.268 -3.916 0.582
H -1.432 -5.039 1.928
Cl -6.061 4.330 -3.794
C -4.934 3.758 -2.684
C -3.872 2.911 -3.091
C -2.892 2.517 -2.195
Cl -1.505 1.697 -2.694
C -3.063 2.707 -0.765
O -2.366 2.192 0.176
C -4.159 3.597 -0.387
Cl -4.260 4.127 1.210
C -5.072 4.089 -1.301
H -3.771 2.612 -4.147
H -5.883 4.753 -0.999
C 3.011 3.254 2.316
C 1.734 2.987 3.098
As 0.166 2.692 1.901
C -1.296 2.684 3.314
C -1.470 3.984 4.061
C -0.168 4.436 1.018
C 0.358 4.492 -0.392
H 3.895 3.491 2.938
H 2.847 4.085 1.583
H 3.241 2.328 1.764
H 1.404 3.768 3.812
H 1.839 2.014 3.614
H -1.001 1.855 3.967
H -2.191 2.390 2.754
H -0.525 4.329 4.495
H -2.219 3.955 4.869
H -1.815 4.782 3.373
H 0.281 5.191 1.701
H -1.255 4.564 1.155
H 1.323 3.975 -0.493
H 0.495 5.528 -0.751
H -0.269 3.947 -1.131
C -2.484 -1.253 3.021
C -3.872 -1.208 2.376
C -4.487 0.202 2.448
C -3.965 -1.818 0.999
C -4.971 -2.734 0.685
C -5.110 -3.298 -0.577
C -4.213 -2.952 -1.553
C -3.177 -2.044 -1.337
C -2.255 -1.745 -2.458
C -1.498 -3.001 -2.987
C -2.954 -1.033 -3.655
C -3.030 -1.382 -0.038
N -2.027 -0.569 -0.016
H -2.592 -1.076 4.119
H -1.798 -0.504 2.614
H -2.019 -2.245 2.905
H -4.514 -1.863 2.975
H -4.059 0.848 1.679
H -4.344 0.660 3.417
H -5.554 0.143 2.264
H -5.655 -3.030 1.482
H -5.881 -4.073 -0.748
H -4.261 -3.425 -2.523
H -1.481 -1.029 -2.153
H -2.204 -3.731 -3.375
H -0.868 -3.492 -2.204
H -0.835 -2.670 -3.800
H -3.722 -1.639 -4.112
H -2.241 -0.826 -4.475
H -3.433 -0.080 -3.364
```

Its expectation value of S² is 6.110. The spin multiplicity is 5. Its HOMO-LUMO gap (alpha / beta) is 0.280 / 0.212 Eh. For the energy relative to the best compared isomer or geometry (same formula, charge and spin), the calculation gives 0.000 eV. Its total energy is -6456.5162 hartree. For the HOMO energy (alpha / beta), the calculation gives -9.5 / -10.7 eV. The charge is +1.

Mulliken population analysis, charges in e, atoms 1 to 5: Pd 1.511; C -1.111; C 1.812; C -1.503; O -0.162

Entry 2:
Molecular formula: C10H24CrN6O7
Method: DFT, ωB97M-V/def2-TZVPD

```
48
Properties=species:S:1:pos:R:3
O 2.000 0.011 -4.411
H 1.166 -0.157 -4.184
Cr -0.290 0.151 -1.040
N -0.166 1.812 0.005
N 1.682 0.540 -1.424
N -1.421 -0.946 0.220
N 0.190 -1.709 -1.608
O -0.948 2.178 0.954
O -2.290 -0.533 1.212
O 1.280 -2.157 -2.235
O 2.689 -0.205 -1.681
C 1.952 1.808 -1.013
C 1.001 2.469 -0.210
C -1.479 -2.250 -0.057
C -0.506 -2.679 -0.987
C 1.252 3.733 0.517
H 2.021 3.556 1.271
H 0.345 4.094 1.002
H 1.611 4.519 -0.145
C 3.318 2.256 -1.331
H 3.454 2.124 -2.409
H 4.064 1.657 -0.797
H 3.442 3.311 -1.096
C -2.379 -3.152 0.702
C -0.196 -4.113 -1.184
H -3.191 -2.640 1.228
H -1.797 -3.723 1.430
H -2.823 -3.895 0.040
H 0.495 -4.184 -2.019
H -1.120 -4.663 -1.410
H 0.246 -4.554 -0.277
H -1.688 -0.206 1.955
H 1.880 -1.317 -2.357
C -1.972 0.767 -1.470
H -2.348 1.756 -1.648
H -2.810 0.135 -1.758
H -1.276 0.782 -2.409
O -3.423 3.234 1.410
H -4.017 2.499 1.202
H -2.550 2.847 1.117
N -0.339 0.360 2.914
C 0.734 -0.474 2.608
N 1.086 -1.325 3.614
O 1.226 -0.550 1.480
H -0.537 0.464 3.900
H -0.438 1.215 2.336
H 1.968 -1.804 3.484
H 0.904 -1.043 4.561
```

Its expectation value of S² is 6.092. The spin multiplicity is 5. Its HOMO-LUMO gap (alpha / beta) is 0.215 / 0.195 Eh. For the energy relative to the best compared isomer or geometry (same formula, charge and spin), the calculation gives 0.882 eV. Its total energy is -2294.7808 hartree. For the HOMO energy (alpha / beta), the calculation gives -6.9 / -6.9 eV.

Mulliken population analysis, charges in e, atoms 1 to 5: O -0.326; H 0.291; Cr -0.902; N 0.787; N 1.239

Entry 3:
Molecular formula: C4H26NO10S
Method: DFT, ωB97M-V/def2-TZVPD

```
42
Properties=species:S:1:pos:R:3
C -1.478 1.913 -0.892
C -2.447 1.342 0.159
S -3.231 -0.221 -0.450
C -0.526 2.860 -0.229
N 0.640 2.375 0.347
C 0.827 0.977 0.734
O -0.661 4.076 -0.264
H -0.931 1.117 -1.418
H -2.058 2.463 -1.689
H -1.968 1.154 1.108
H -3.273 2.035 0.405
H 1.232 3.090 0.910
H 0.385 0.320 0.047
H 0.337 0.775 1.745
H 1.923 0.745 0.767
H -0.350 -0.289 3.658
H -1.355 0.866 3.897
O -0.422 0.695 3.753
H -1.283 -2.072 0.365
H -2.510 -2.276 1.160
O -1.587 -2.621 1.083
H 0.530 -2.203 3.183
H -0.772 -2.219 2.541
O -0.376 -1.949 3.360
H 2.200 -3.449 -0.097
H 2.552 -1.949 -0.428
O 2.676 -2.727 0.241
H 0.558 -0.202 -4.231
H -0.651 -0.096 -3.260
O 0.348 0.069 -3.352
H 1.453 1.308 -2.714
H 1.815 2.108 -1.469
O 2.211 1.642 -2.208
H 2.380 -2.618 1.901
H 2.702 -1.822 3.158
O 2.199 -2.572 2.861
H -2.682 0.204 -3.557
H -2.462 -0.508 -2.161
O -2.146 -0.432 -3.213
H 2.552 -0.054 -1.697
H 1.438 -0.840 -2.295
O 2.215 -1.015 -1.756
```

Its HOMO-LUMO gap is 0.273 Eh. For the energy relative to the best compared isomer or geometry (same formula, charge and spin), the calculation gives 0.000 eV. Its total energy is -1373.4701 hartree. For the HOMO energy, the calculation gives -4.6 eV. The charge is -1.

Mulliken population analysis, charges in e, atoms 1 to 5: C 0.397; C -0.124; S -0.673; C 0.240; N -0.187

Entry 4:
Molecular formula: C18H37N5O8
Method: DFT, ωB97M-V/def2-TZVPD

```
68
Properties=species:S:1:pos:R:3
N 4.194 -1.575 -3.927
C 5.023 -1.786 -2.761
C 4.251 -2.114 -1.469
C 5.178 -2.341 -0.273
C 4.352 -2.546 0.995
C 3.392 -1.371 1.187
N 2.580 -1.557 2.370
C 2.552 -1.213 -0.100
O 1.743 -0.095 0.058
C 0.556 -0.002 -0.714
C -0.464 -1.110 -0.393
O -0.560 -1.392 0.973
C -1.803 -0.721 -1.048
O -2.280 0.576 -0.689
C -2.915 0.733 0.529
O -1.944 0.911 1.540
C -2.493 1.143 2.824
C -1.334 1.218 3.829
O -1.783 1.146 5.148
C -3.314 2.440 2.801
O -3.850 2.695 4.075
C -4.439 2.319 1.763
N -5.193 3.558 1.781
C -3.812 1.978 0.399
O -3.065 3.083 -0.039
C -1.620 -0.694 -2.587
N -2.833 -0.370 -3.307
C -0.532 0.318 -2.949
C 0.794 0.036 -2.242
N 1.785 1.011 -2.652
O 3.379 -1.023 -1.229
H 3.616 -2.392 -4.100
H 3.573 -0.787 -3.769
H 5.602 -0.875 -2.596
H 5.714 -2.607 -2.970
H 3.639 -3.022 -1.628
H 5.810 -3.210 -0.463
H 5.817 -1.464 -0.157
H 4.996 -2.628 1.870
H 3.771 -3.468 0.916
H 3.961 -0.444 1.315
H 1.981 -0.747 2.493
H 1.966 -2.359 2.249
H 1.950 -2.133 -0.246
H 0.136 0.956 -0.383
H -0.153 -2.054 -0.857
H -0.835 -0.575 1.424
H -2.564 -1.464 -0.761
H -3.542 -0.149 0.777
H -3.153 0.307 3.107
H -0.669 0.364 3.676
H -0.766 2.142 3.646
H -2.497 1.792 5.255
H -2.650 3.265 2.494
H -4.584 3.312 3.944
H -5.110 1.504 2.062
H -6.019 3.483 1.198
H -4.613 4.297 1.392
H -4.605 1.748 -0.335
H -2.374 2.754 -0.627
H -1.309 -1.697 -2.903
H -3.563 -1.043 -3.103
H -3.162 0.546 -3.023
H -0.878 1.316 -2.675
H -0.374 0.302 -4.026
H 1.168 -0.946 -2.556
H 1.511 1.937 -2.337
H 2.666 0.784 -2.200
```

The structure (SMILES) is NC[C@H]1CC[C@H](N)[C@@H](O[C@@H]2[C@@H](O)[C@@H](O[C@H]3O[C@@H](CO)[C@H](O)[C@@H](N)[C@H]3O)[C@@H](N)C[C@H]2N)O1. Its HOMO-LUMO gap is 0.347 Eh. For the energy relative to the best compared isomer or geometry (same formula, charge and spin), the calculation gives 0.000 eV. Its total energy is -1583.7990 hartree. For the HOMO energy, the calculation gives -9.0 eV.

Mulliken population analysis, charges in e, atoms 1 to 5: N -0.657; C -1.074; C 0.357; C -0.718; C -0.866

Entry 5:
Molecular formula: C6H12NO
Method: DFT, ωB97M-V/def2-TZVPD

```
20
Properties=species:S:1:pos:R:3
C -0.490 -1.569 1.740
C -0.418 -2.145 0.514
C 0.833 -2.251 -0.267
C 0.820 -2.585 -1.561
H 0.391 -1.283 2.303
H -1.398 -1.648 2.307
H -1.341 -2.467 0.011
H 1.836 -2.203 0.268
H 1.763 -2.705 -2.077
H -0.095 -2.614 -2.127
O -0.973 3.019 0.559
C -0.734 1.843 0.797
C 0.093 1.013 -0.171
N 0.640 2.005 -1.197
H -1.060 1.358 1.729
H 0.907 0.441 0.316
H -0.595 0.308 -0.736
H 0.518 1.663 -2.163
H 0.118 2.904 -1.163
H 1.633 2.226 -1.072
```

Its HOMO-LUMO gap is 0.320 Eh. For the energy relative to the best compared isomer or geometry (same formula, charge and spin), the calculation gives 1.615 eV. Its total energy is -365.4900 hartree. For the HOMO energy, the calculation gives -12.6 eV. The charge is +1.

Mulliken population analysis, charges in e, atoms 1 to 5: C -1.029; C -0.057; C 0.061; C -0.895; H 0.372

Entry 6:
Molecular formula: C4H9NO2
Method: DFT, ωB97M-V/def2-TZVPD

```
16
Properties=species:S:1:pos:R:3
C -0.861 1.153 -0.695
C -0.269 0.358 0.473
C -0.949 -1.001 0.627
O -0.480 -1.727 1.739
N 1.193 0.244 0.315
C 1.709 -0.095 -0.907
O 1.206 -0.891 -1.673
H -0.594 2.213 -0.625
H -1.951 1.067 -0.709
H -0.487 0.762 -1.647
H -0.418 0.897 1.416
H -2.013 -0.816 0.810
H -0.853 -1.566 -0.309
H 0.419 -2.012 1.538
H 1.728 0.941 0.813
H 2.620 0.474 -1.167
```

The structure (SMILES) is C[C@@H](CO)NC=O. Its HOMO-LUMO gap is 0.395 Eh. For the energy relative to the best compared isomer or geometry (same formula, charge and spin), the calculation gives 1.095 eV. Its total energy is -363.0453 hartree. For the HOMO energy, the calculation gives -10.0 eV.

Mulliken population analysis, charges in e, atoms 1 to 5: C -1.263; C 0.277; C -0.756; O -0.546; N -0.241

Entry 7:
Molecular formula: CH5BS
Method: DFT, ωB97M-V/def2-TZVPD

```
8
Properties=species:S:1:pos:R:3
B 0.570 -0.743 0.242
C 0.260 0.747 0.282
S -1.364 0.056 -0.030
H 0.859 -1.254 -0.782
H 0.226 -1.457 1.103
H 0.765 1.299 -0.651
H 0.322 1.456 1.197
H -1.638 -0.105 -1.360
```

Its HOMO-LUMO gap is 0.383 Eh. For the energy relative to the best compared isomer or geometry (same formula, charge and spin), the calculation gives 1.613 eV. Its total energy is -464.0753 hartree. For the HOMO energy, the calculation gives -9.9 eV.

Mulliken population analysis, charges in e, atoms 1 to 5: B 0.031; C -0.271; S -0.203; H -0.091; H -0.071

Entry 8:
Molecular formula: C3H8NS
Method: DFT, ωB97M-V/def2-TZVPD

```
13
Properties=species:S:1:pos:R:3
C -2.434 -0.276 0.919
N -1.795 0.716 0.046
C -0.309 0.700 0.226
C 0.394 -0.608 -0.112
S 2.158 -0.346 -0.472
H -3.517 -0.122 0.885
H -2.133 -0.108 1.943
H -2.203 -1.308 0.622
H -1.875 0.303 -0.879
H 0.052 1.531 -0.387
H -0.067 0.988 1.248
H -0.076 -1.070 -0.978
H 0.262 -1.269 0.750
```

The structure (SMILES) is CNCC[S-]. Its HOMO-LUMO gap is 0.227 Eh. For the energy relative to the best compared isomer or geometry (same formula, charge and spin), the calculation gives 0.645 eV. Its total energy is -572.0546 hartree. For the HOMO energy, the calculation gives -2.3 eV. The charge is -1.

Mulliken population analysis, charges in e, atoms 1 to 5: C -0.764; N -0.517; C -0.614; C -0.575; S -0.655

Entry 9:
Molecular formula: CH8N4S2
Method: DFT, ωB97M-V/def2-TZVPD

```
15
Properties=species:S:1:pos:R:3
N 1.418 -1.868 0.724
N 0.743 -1.003 -0.001
C -0.224 0.264 0.584
S -0.769 -0.608 2.255
S 0.648 1.787 0.726
N -1.371 0.301 -0.200
N -1.729 1.359 -1.059
H 1.211 -2.919 0.737
H 2.211 -1.572 1.311
H 0.041 -1.518 -0.713
H -1.774 0.202 2.546
H 1.558 1.191 1.527
H -1.891 -0.539 -0.528
H -2.549 1.209 -1.619
H -1.468 2.332 -0.880
```

The structure (SMILES) is NNC(S)(S)[NH+]=[NH2+]. Its HOMO-LUMO gap (alpha / beta) is 0.214 / 0.214 Eh. For the energy relative to the best compared isomer or geometry (same formula, charge and spin), the calculation gives 2.823 eV. Its total energy is -1057.4174 hartree. For the HOMO energy (alpha / beta), the calculation gives -18.1 / -18.1 eV. The charge is +2.

Mulliken population analysis, charges in e, atoms 1 to 5: N -0.305; N 0.097; C 0.287; S 0.053; S -0.129

Entry 10:
Molecular formula: CH3ClS2
Method: DFT, ωB97M-V/def2-TZVPD

```
7
Properties=species:S:1:pos:R:3
C -1.032 -0.016 -0.044
S 0.359 -1.099 -0.532
S 1.821 -0.518 0.691
Cl 2.745 1.088 -0.223
H -1.854 -0.255 -0.709
H -0.735 1.019 -0.170
H -1.304 -0.220 0.986
```

The structure (SMILES) is CSSCl. Its HOMO-LUMO gap is 0.341 Eh. For the energy relative to the best compared isomer or geometry (same formula, charge and spin), the calculation gives 0.000 eV. Its total energy is -1296.4690 hartree. For the HOMO energy, the calculation gives -9.3 eV.

Mulliken population analysis, charges in e, atoms 1 to 5: C -0.727; S 0.007; S 0.023; Cl -0.157; H 0.267

Number 5 is which compound? C6H12NO